Record 1
The following is a quantum chemistry calculation of a single C3H3NOS molecule in a non-equilibrium geometry, from OMol25.

Calculated values
- orbital gap (eV) = 7.879
- E_HOMO (eV) = -9.274
- energy above the lowest of the compared OMol25 structures with the same formula, charge and spin (eV) = 1.456
- SMILES = O=C1NCC1=S

XYZ file:
```
9
C3H3NOS, DFT ωB97M-V with the def2-TZVPD basis set
O 1.13 -2.03 -0.03
C 0.55 -1.01 -0.04
N -0.80 -0.69 -0.09
C -0.56 0.73 0.01
C 0.90 0.43 0.00
S 2.26 1.36 -0.05
H -1.54 -1.18 0.27
H -1.27 1.10 0.83
H -0.66 1.30 -0.89
```

=====

Record 2
The following is a quantum chemistry calculation of 2 unconnected molecules or ions with the total composition C3H3NOS in a non-equilibrium geometry, from OMol25.

Calculated values
- orbital gap (eV) = 10.169
- E_HOMO (eV) = -9.556
- energy above the lowest of the compared OMol25 structures with the same formula, charge and spin (eV) = 1.458
- SMILES = C=C=O.N=C=S

XYZ file:
```
9
C3H3NOS, DFT ωB97M-V with the def2-TZVPD basis set
C -0.84 0.21 -1.30
C 0.30 0.79 -1.53
O 1.39 1.12 -1.75
H -1.01 -0.31 -0.38
H -1.60 0.16 -2.08
N 0.22 0.15 1.42
C 0.78 -0.76 1.94
S 1.28 -2.08 2.49
H -0.53 0.72 1.20
```

=====

Record 3
The following is a quantum chemistry calculation of 2 unconnected molecules or ions with the total composition C3H3NOS in a non-equilibrium geometry, from OMol25.

Calculated values
- orbital gap (alpha / beta) (eV) = 7.474 / 7.070
- E_HOMO (alpha / beta) (eV) = -8.029 / -7.594
- energy above the lowest of the compared OMol25 structures with the same formula, charge and spin (eV) = 5.717

XYZ file:
```
9
C3H3NOS, DFT ωB97M-V with the def2-TZVPD basis set
C -0.62 -0.34 0.94
C 2.40 -0.66 -1.36
C 0.31 -1.26 0.84
N -0.42 0.93 1.24
O 1.16 -2.09 0.88
S 2.97 -1.85 -0.58
H -1.66 -0.72 0.57
H 2.79 -0.38 -2.37
H -1.20 1.64 1.34
```

=====

The highest energy above the lowest of the compared OMol25 structures with the same formula, charge and spin belongs to which entry?
number 3

=====

Which of these has the highest energy above the lowest of the compared OMol25 structures with the same formula, charge and spin?
number 3

=====

What did the third record say?
The following is a quantum chemistry calculation of 2 unconnected molecules or ions with the total composition C3H3NOS in a non-equilibrium geometry, from OMol25.

Calculated values
- orbital gap (alpha / beta) (eV) = 7.474 / 7.070
- E_HOMO (alpha / beta) (eV) = -8.029 / -7.594
- energy above the lowest of the compared OMol25 structures with the same formula, charge and spin (eV) = 5.717

XYZ file:
```
9
C3H3NOS, DFT ωB97M-V with the def2-TZVPD basis set
C -0.62 -0.34 0.94
C 2.40 -0.66 -1.36
C 0.31 -1.26 0.84
N -0.42 0.93 1.24
O 1.16 -2.09 0.88
S 2.97 -1.85 -0.58
H -1.66 -0.72 0.57
H 2.79 -0.38 -2.37
H -1.20 1.64 1.34
```